[1]
The following is a quantum chemistry calculation of a molecular structure, C42H38N6ORhS2 at a distorted geometry, from the OMol25 dataset.

Output
energy above the lowest of the compared OMol25 structures with the same formula, charge and spin = 61.37 kcal per mole
E_HOMO = -9.987 eV
HOMO-LUMO gap = 0.247 hartree
net charge = +1

Each line ends with the Mulliken charge.
Cartesian coordinates (Å):
C: -4.911 -0.365 2.762  -0.81
C: 2.669 -2.360 4.874  -1.34
C: 2.708 -2.008 -0.054  0.09
C: 1.508 0.910 -6.208  -0.82
H: 3.534 -3.005 4.900  0.40
H: 2.494 -2.262 6.995  0.47
H: 1.387 0.074 -4.253  0.43
H: -4.067 3.214 -5.065  0.36
C: -1.977 2.724 -4.829  -0.10
H: -4.406 -2.220 1.830  0.58
H: -3.017 3.906 -6.299  0.39
H: -1.150 0.214 3.694  0.54
C: 0.924 1.012 -7.461  -0.44
C: -0.986 -4.069 -0.285  -0.90
H: -3.013 2.423 2.687  0.42
C: -0.260 0.342 -7.728  -0.62
H: -0.568 -5.012 -0.599  0.47
H: -5.135 1.592 3.610  0.46
C: -2.902 -0.748 1.474  0.64
O: -1.519 -2.396 -4.723  -0.57
C: 2.916 2.798 1.774  -0.07
H: 5.190 5.791 2.123  0.37
C: -0.842 0.087 7.075  -0.60
H: 0.690 -0.959 8.136  0.43
C: 2.719 -2.271 2.351  1.24
H: -1.062 1.966 1.527  0.35
C: -3.319 1.403 2.502  -0.53
N: 2.742 3.572 2.785  -0.45
C: -4.514 0.938 3.018  -0.66
C: -0.302 -0.491 -5.468  0.35
C: 0.945 -1.131 6.014  1.17
H: 3.979 2.345 0.044  0.21
C: 0.900 0.168 -5.213  0.18
N: -0.760 -1.005 -3.116  0.37
C: -0.483 0.224 -2.599  -0.81
H: 0.747 -3.552 0.804  0.48
Rh: 0.578 -0.453 1.369  -0.13
H: 5.228 -4.041 0.905  0.41
N: -1.084 1.333 -3.043  0.29
H: -3.824 -2.270 -0.405  0.60
H: -1.110 2.536 -5.466  0.11
H: 3.354 5.263 3.791  0.48
C: 0.289 -0.682 7.173  -0.93
C: 4.558 4.928 2.002  -0.74
H: 5.469 4.221 0.172  0.46
C: -0.936 -1.373 -4.464  0.28
N: 1.043 -1.163 3.605  0.87
H: 2.280 -1.595 -0.957  0.19
S: 0.647 0.422 -1.366  -0.08
C: -0.716 -1.978 0.944  0.51
H: -0.743 -1.782 -2.463  0.06
H: -2.838 -4.317 -1.350  0.43
C: 0.429 -0.772 4.738  -0.95
H: -1.338 0.436 7.967  0.41
C: 4.377 -3.381 0.985  -1.04
H: -1.279 1.013 0.188  0.01
C: -2.092 -1.719 0.719  0.82
C: 4.726 4.089 0.937  -0.06
H: 1.400 1.601 -8.231  0.42
C: 3.841 -3.097 2.223  -0.72
H: -0.725 2.184 -2.630  0.33
C: -2.808 -2.543 -0.158  -0.60
H: 2.447 1.402 -6.008  0.43
N: -1.275 1.019 1.211  0.10
H: -3.110 1.696 -3.311  0.45
C: 2.142 -1.734 1.182  0.03
C: -0.748 -0.006 4.672  0.19
C: -4.113 -1.195 2.001  -0.79
S: 1.871 1.443 1.528  -0.43
C: 2.092 -1.952 6.043  -0.96
H: -0.705 0.401 -8.709  0.43
N: 3.882 2.994 0.811  0.00
H: -2.274 0.997 5.756  0.50
C: -0.241 -3.224 0.517  -0.18
C: 2.131 -1.932 3.641  0.76
H: -3.418 2.190 -6.348  0.33
C: -3.197 3.025 -5.689  -1.40
C: 3.550 4.648 2.932  0.01
H: 4.293 -3.536 3.100  0.42
C: -1.367 0.415 5.819  -0.64
H: 4.248 -3.033 -1.128  0.49
H: -1.753 3.593 -4.203  0.42
C: -2.512 0.568 1.737  -0.16
H: -5.848 -0.733 3.146  0.44
C: -0.865 -0.415 -6.743  -0.65
C: -2.260 -3.694 -0.685  -1.14
H: -1.778 -0.955 -6.943  0.47
C: 3.824 -2.824 -0.158  -0.77
C: -2.216 1.518 -3.924  -0.72
H: -2.384 0.616 -4.510  0.31

Atoms 1-6, force components in eV/Å:
-0.1 0.1 0.0
-0.1 0.0 0.4
0.1 0.0 -0.1
0.1 0.1 -0.1
0.0 0.0 -0.1
0.1 0.0 0.1

[2]
The following is a quantum chemistry calculation of a molecular structure, C19H26GeN2O8P2Pd at a distorted geometry, from the OMol25 dataset.

Output
energy above the lowest of the compared OMol25 structures with the same formula, charge and spin = 0.00 kcal per mole
E_HOMO (alpha / beta) = -19.799 / -20.197 eV
HOMO-LUMO gap (alpha / beta) = 0.276 / 0.206 hartree
multiplicity = 5
net charge = +4

Each line ends with the Mulliken charge.
Cartesian coordinates (Å):
O: 3.176 -4.043 0.847  -0.41
H: 2.838 -4.949 0.726  0.46
Ge: -2.108 -0.038 0.475  1.10
H: 1.083 6.263 -3.734  0.39
C: -3.989 0.181 2.614  -0.30
C: 2.417 -3.114 0.267  0.79
H: 4.915 -2.082 -1.594  0.42
H: 2.509 -3.138 3.563  0.40
H: -5.626 0.369 4.078  0.44
H: -0.127 5.568 -2.571  0.33
C: -1.645 -3.335 -2.009  -0.57
C: 1.145 6.427 -0.480  -0.36
C: 1.072 3.070 -0.843  0.35
N: 0.539 2.099 -0.526  -0.30
H: -1.977 -2.498 2.446  0.39
O: 2.214 -2.354 3.068  -0.43
H: 0.831 -2.728 -1.131  0.12
O: 0.279 -3.796 2.056  -0.64
P: 3.383 -1.566 -0.084  0.47
C: -4.816 -0.264 3.734  -0.47
H: 1.525 3.787 -3.244  0.43
H: 1.482 7.243 0.157  0.39
C: 2.098 5.160 -0.205  -0.48
H: -1.868 0.524 -2.382  0.42
C: -1.747 -1.148 -1.000  0.42
C: -1.597 -2.548 -0.879  -0.59
H: 1.939 4.807 0.811  0.43
H: 0.108 6.143 -0.288  0.32
H: -1.947 -0.918 -4.389  0.45
C: 1.857 4.567 -2.563  -0.49
H: -5.227 -1.790 5.186  0.48
O: 2.483 -0.389 -0.046  -0.45
O: 1.368 6.764 -1.800  -0.18
H: 0.823 -4.363 -0.434  0.63
C: -1.800 -0.554 -2.281  -0.10
H: -2.646 1.359 0.171  -0.04
C: -1.847 -1.357 -3.405  -0.85
C: -3.615 -2.302 3.860  -0.68
C: 0.913 5.860 -2.737  -0.36
O: 3.971 -1.876 -1.491  -0.50
H: -1.787 -3.363 -4.151  0.47
H: -1.593 -4.413 -1.931  0.55
C: -4.607 -1.499 4.348  -0.53
Pd: 0.324 -0.041 0.047  0.64
H: -4.216 1.152 2.187  0.40
H: 2.035 -3.907 -1.654  0.43
N: 1.754 4.164 -1.185  0.01
H: -3.416 -3.271 4.301  0.47
C: 1.455 -3.553 -0.795  -1.30
H: -1.495 -3.009 0.097  0.47
C: -3.003 -0.619 2.104  0.19
C: -2.795 -1.856 2.761  0.38
P: 1.070 -2.570 2.028  0.94
C: -1.767 -2.738 -3.266  -0.47
O: 4.614 -1.541 0.866  -0.47
H: 2.874 4.885 -2.784  0.31
H: 3.123 5.495 -0.358  0.31
O: 0.489 -1.231 1.706  -0.59
H: 4.554 -1.121 1.737  0.38

Atoms 1-6, force components in eV/Å:
0.0 0.0 0.0
0.0 0.0 0.0
-0.6 0.7 0.5
0.0 0.0 0.0
-0.5 0.1 0.3
0.0 0.0 0.1

[3]
The following is a quantum chemistry calculation of a molecular structure, C24H15CoN4O2S3 at a distorted geometry, from the OMol25 dataset.

Output
E_HOMO (alpha / beta) = -4.474 / -4.607 eV
HOMO-LUMO gap (alpha / beta) = 0.238 / 0.242 hartree
multiplicity = 4
net charge = -1

Each line ends with the Mulliken charge.
Cartesian coordinates (Å):
H: -2.466 0.093 1.206  0.51
H: 1.167 6.123 1.327  0.37
N: -0.902 1.368 0.846  0.17
C: -0.340 2.579 1.076  1.12
H: 6.325 -2.034 -3.706  0.36
N: -5.885 -2.434 -5.212  -0.59
O: 2.763 1.134 1.868  -0.74
C: -2.745 1.964 2.235  -0.68
Co: 0.066 0.491 -0.812  0.24
C: -3.501 1.342 -3.416  -0.95
H: 7.574 -1.461 -2.593  0.37
S: -0.820 -1.298 -1.959  -0.46
C: -2.221 3.212 2.454  -0.71
C: 0.913 2.863 0.453  -0.01
H: -0.926 5.598 2.540  0.38
C: 6.664 -1.181 -3.120  -1.45
N: 1.550 1.860 -0.250  -0.54
H: 6.936 -0.082 -0.636  0.35
C: -2.174 -0.587 -2.771  0.36
C: -0.994 3.566 1.855  0.67
S: -1.161 1.906 -2.205  -0.41
C: 1.414 4.150 0.544  -0.54
N: -6.516 1.516 -5.114  -0.59
C: -3.100 -1.415 -3.402  -0.84
C: -4.222 -0.890 -4.034  0.48
C: -5.585 1.059 -4.616  -0.05
C: -4.436 0.511 -4.018  0.53
H: -2.924 -2.481 -3.402  0.48
H: -3.653 2.411 -3.402  0.47
H: 2.203 -0.486 -1.951  0.20
C: -2.055 1.074 1.410  -0.49
C: 5.902 -0.164 -0.938  -0.73
C: -2.356 0.820 -2.817  0.51
C: 4.905 0.284 -0.085  -0.29
H: 5.142 0.722 0.874  0.46
H: 2.343 4.384 0.046  0.49
C: 4.251 -0.847 -2.523  -0.98
H: 6.907 -0.372 -3.811  0.29
C: 3.580 0.174 -0.463  0.14
C: 0.744 5.127 1.281  -0.74
C: -5.141 -1.735 -4.682  -0.01
H: -3.682 1.669 2.679  0.39
C: 5.592 -0.729 -2.169  1.00
H: -2.735 3.938 3.067  0.41
O: 1.362 -0.494 0.662  -0.65
S: 2.231 0.688 0.605  1.69
C: 3.252 -0.397 -1.679  -0.50
H: 3.988 -1.310 -3.463  0.38
C: -0.421 4.847 1.951  -0.86

Atoms 1-6, force components in eV/Å:
0.0 0.0 -0.2
0.0 0.0 0.1
-0.3 -0.1 0.6
-0.2 0.6 0.2
0.0 0.0 -0.1
-0.1 -0.1 -0.1

The calculated total energy results, record by record, are as follows: -79832.57194, -118016.46091, -105323.33757 eV.